Entry 1:
The following is a quantum chemistry calculation of a 7-piece molecular cluster, C23H43BO18 overall, from OMol25.

Values from the calculation:
lowest unoccupied orbital energy = -0.216 eV

```
! RIJCOSX wB97M-V def2-TZVPD def2/J DEFGRID3
* xyz 0 1
C 9.2961 -1.9622 6.1406
O 8.4957 -1.5967 5.0128
C 7.3296 -2.2386 4.9388
O 6.9282 -3.0624 5.7185
O 6.6856 -1.8098 3.8540
C 5.4089 -2.4212 3.6485
H 10.2013 -1.3670 6.0688
H 8.7754 -1.7362 7.0692
H 9.5440 -3.0214 6.1074
H 4.7455 -2.2156 4.4867
H 5.5136 -3.4966 3.5171
H 5.0011 -1.9802 2.7441
C -5.0132 0.7579 -0.6083
O -3.7085 1.2660 -0.9018
C -2.7629 0.8843 -0.0444
O -2.9268 0.1627 0.9071
O -1.6101 1.4288 -0.4213
C -0.4969 1.1006 0.4186
H -5.6657 1.1462 -1.3846
H -5.0158 -0.3305 -0.6301
H -5.3501 1.1075 0.3659
H -0.3243 0.0277 0.4306
H -0.6646 1.4583 1.4336
H 0.3651 1.6054 -0.0075
C 1.4388 -2.6262 -3.2010
O 2.7206 -2.4961 -3.8307
C 3.7080 -2.1863 -2.9951
O 3.5884 -2.0259 -1.8074
O 4.8345 -2.0634 -3.6938
C 5.9830 -1.7237 -2.9100
H 0.7356 -2.8563 -3.9954
H 1.4549 -3.4301 -2.4679
H 1.1539 -1.6918 -2.7211
H 6.1813 -2.4944 -2.1677
H 5.8396 -0.7646 -2.4159
H 6.8118 -1.6604 -3.6083
C 1.8453 0.2731 -5.5020
O 0.9907 0.8341 -6.5021
C -0.2516 0.3581 -6.4640
O -0.6683 -0.4527 -5.6734
O -0.9644 0.9452 -7.4212
C -2.3382 0.5452 -7.4385
H 2.8112 0.7574 -5.6110
H 1.4446 0.4731 -4.5091
H 1.9586 -0.7987 -5.6469
H -2.8160 0.7968 -6.4941
H -2.4255 -0.5237 -7.6246
H -2.8139 1.0963 -8.2438
C -4.0995 -0.5159 -3.9601
O -5.0129 0.0448 -4.9105
C -6.2624 -0.4045 -4.8020
O -6.6577 -1.2058 -3.9965
O -7.0012 0.1885 -5.7406
C -8.3770 -0.2033 -5.7394
H -3.1307 -0.0704 -4.1680
H -4.4063 -0.2763 -2.9436
H -4.0343 -1.5952 -4.0827
H -8.8465 0.0499 -4.7908
H -8.4711 -1.2721 -5.9216
H -8.8460 0.3530 -6.5453
C -3.1982 1.1702 3.8132
O -3.7835 1.7427 4.9910
C -4.0806 3.0334 4.8795
O -3.8991 3.7217 3.9079
O -4.6163 3.4425 6.0315
C -4.9850 4.8234 6.0495
H -3.0109 0.1259 4.0409
H -3.8768 1.2414 2.9692
H -2.2606 1.6698 3.5759
H -5.7332 5.0310 5.2867
H -4.1135 5.4555 5.8892
H -5.4003 5.0082 7.0357
C 2.1781 -0.8981 1.5413
C 1.5966 -0.6523 2.5710
B 0.8567 -0.3083 3.8522
C 1.7037 0.1819 5.0824
C 2.2867 1.5407 4.7606
C 3.5325 1.9044 5.0261
H 2.8789 -1.0421 0.7472
H -0.3312 -0.3867 3.8621
H 1.1182 0.2405 6.0010
H 2.5359 -0.5144 5.2215
H 1.6450 2.2666 4.2666
H 3.8949 2.8951 4.7845
H 4.2335 1.2222 5.4948
*
```

=====

Entry 2:
The following is a quantum chemistry calculation of a 2-piece molecular cluster, C16H21N5O4 overall, from OMol25.

Values from the calculation:
lowest unoccupied orbital energy = 0.444 eV
energy above the lowest of the compared OMol25 structures with the same formula, charge and spin = 55.0 kJ/mol

```
! RIJCOSX wB97M-V def2-TZVPD def2/J DEFGRID3
* xyz 0 1
C -2.6557 2.6299 3.1452
N -2.1834 2.0383 1.8910
C -2.4640 2.5382 0.6289
C -1.8196 1.7241 -0.2511
C -1.7881 1.8455 -1.6969
O -2.6336 2.5506 -2.2303
N -0.7992 1.1722 -2.3927
C -0.5842 1.0929 -3.7745
C -1.5576 1.3709 -4.7502
C -1.2665 1.2258 -6.1122
C -0.0029 0.7934 -6.5183
O 0.2883 0.6342 -7.8427
C 0.9685 0.5160 -5.5596
C 0.6806 0.6630 -4.1980
C -1.1543 0.7302 0.5545
N -1.3785 0.9378 1.8313
H -3.5961 3.1645 2.9852
H -2.8286 1.8446 3.8866
H -1.9103 3.3282 3.5352
H -3.0714 3.4043 0.3773
H -0.0920 0.7436 -1.8085
H -2.5563 1.6882 -4.4694
H -2.0344 1.4472 -6.8455
H -0.4822 0.8678 -8.3825
H 1.9476 0.1777 -5.8831
H 1.4530 0.4359 -3.4703
H -0.5464 -0.0799 0.1633
C 3.4096 -0.6360 4.5673
N 3.4357 -0.5460 3.1074
C 2.4743 -0.9149 2.2558
O 2.6490 -0.7722 1.0507
C 1.1555 -1.4952 2.7926
N 0.4697 -2.3412 1.8062
C 0.1503 -3.6300 1.9036
C 0.4670 -4.3984 3.1716
O -0.3987 -4.2002 0.9748
H 4.3064 -0.1699 4.9802
H 3.3876 -1.6824 4.8783
H 2.5324 -0.1200 4.9628
H 4.2647 -0.1701 2.6711
H 1.3604 -2.0577 3.7007
H 0.5052 -0.6618 3.0590
H 0.2819 -1.9287 0.9063
H 1.5427 -4.3960 3.3354
H 0.1229 -5.4249 3.0512
H -0.0493 -3.9393 4.0123
*
```

=====

Entry 3:
The following is a quantum chemistry calculation of a 13-piece molecular cluster, C5H37NO12S overall, from OMol25.

Values from the calculation:
lowest unoccupied orbital energy = -0.102 eV
energy above the lowest of the compared OMol25 structures with the same formula, charge and spin = 375.3 kJ/mol

```
! RIJCOSX wB97M-V def2-TZVPD def2/J DEFGRID3
* xyz 0 1
C 0.2441 0.0468 -0.8471
C 1.3483 0.6875 -1.7115
C 2.0069 -0.2122 -2.7533
S 1.1512 -0.0784 -4.3854
C 0.3545 0.4354 0.6069
N -0.3892 -0.5318 1.3807
C -0.1643 -0.9872 2.7223
H -0.7136 0.2620 -1.3295
H 0.2497 -1.0258 -1.0498
H 0.9747 1.6001 -2.1967
H 2.1230 1.2015 -1.1025
H 1.8229 -1.2406 -2.4438
H 3.0574 -0.0602 -2.8714
H -0.0687 0.1281 -3.8891
H -0.0265 1.4622 0.8167
H 1.3502 0.6482 1.0034
H -1.3351 -0.6798 1.0765
H 0.6286 -1.7418 2.8106
H 0.0544 -0.3206 3.5643
H -1.1327 -1.4004 2.9947
H -0.1292 -3.5413 -2.5911
H -0.2775 -3.2037 -1.0675
O -0.4042 -3.8802 -1.7363
H -3.8626 -1.7511 2.1029
H -3.2164 -2.4755 0.8942
O -3.1194 -1.7283 1.4902
H 3.5615 1.9971 -0.3716
H 2.7050 3.0334 0.2090
O 3.6338 2.7839 0.1819
H 3.4968 -2.7582 1.9191
H 3.3518 -1.6605 0.8740
O 3.8607 -1.9138 1.6505
H 0.7724 -2.6081 0.6064
H 1.5145 -3.8650 0.4969
O 1.6938 -2.9136 0.5279
H -2.4329 -2.5449 -1.4671
H -3.2366 -1.3287 -1.1820
O -2.3333 -1.6607 -1.0819
H -1.9729 2.3727 -0.5979
H -2.8275 3.6254 -0.1492
O -2.8157 2.8276 -0.6831
H 4.9651 1.1457 0.9892
H 4.4945 -0.4013 1.0638
O 4.8641 0.3117 0.5270
H -3.3977 1.5151 -2.2196
H -2.5984 0.3774 -2.8936
O -3.2749 0.5585 -2.2382
H -2.4994 1.3454 2.8589
H -0.9983 1.5933 2.9520
O -1.7554 1.3522 3.4914
H 0.4781 4.7028 0.0596
H 0.8505 3.1618 -0.3028
O 0.1893 3.8495 -0.2671
H -3.5691 1.7249 0.5758
H -3.6387 0.4017 1.5059
O -3.6075 1.3617 1.4763
*
```

=====

Entry 4:
The following is a quantum chemistry calculation of one molecule with the formula C25H29FN2O3, from OMol25.

Values from the calculation:
lowest unoccupied orbital energy = 0.597 eV
energy above the lowest of the compared OMol25 structures with the same formula, charge and spin = 108.7 kJ/mol

```
! RIJCOSX wB97M-V def2-TZVPD def2/J DEFGRID3
* xyz 0 1
C -2.0190 -5.7233 0.3237
C -2.6962 -4.4668 0.8580
C -3.0032 -3.4469 -0.2399
C -1.7542 -2.6838 -0.7076
C -1.2625 -1.7504 0.3815
O -0.5027 -2.1339 1.2529
N -1.7278 -0.4756 0.3674
C -2.6977 0.0364 -0.5789
C -2.0904 0.3346 -1.9232
C -0.9110 0.9022 -2.1301
C 0.0213 1.4693 -1.0854
C 0.9814 0.4658 -0.4792
C 1.1461 -0.8021 -1.0084
C 2.0467 -1.6963 -0.4556
C 2.8075 -1.3265 0.6464
O 3.7003 -2.1268 1.2818
C 3.7483 -3.4879 0.9256
C 2.6789 -0.0308 1.1517
C 1.7829 0.8512 0.5928
N -0.6994 2.2682 -0.0989
C -0.7895 3.6863 -0.4356
C 0.5382 4.3701 -0.2518
C 1.2697 4.8340 -1.3368
C 2.5104 5.4201 -1.1544
C 3.0103 5.5268 0.1295
F 4.2208 6.0932 0.3143
C 2.3038 5.0741 1.2301
C 1.0646 4.4964 1.0303
C -1.2527 1.8765 1.0717
O -1.7347 2.6903 1.8433
C -1.3029 0.4037 1.4346
H -1.0496 -5.4903 -0.1091
H -2.6341 -6.1964 -0.4401
H -1.8636 -6.4371 1.1290
H -2.0553 -4.0002 1.6072
H -3.6322 -4.7509 1.3444
H -3.7427 -2.7352 0.1364
H -3.4448 -3.9614 -1.0975
H -0.9547 -3.3989 -0.9015
H -1.9606 -2.1411 -1.6287
H -3.5177 -0.6761 -0.7021
H -3.1267 0.9498 -0.1539
H -2.6812 0.0323 -2.7779
H -0.5668 1.0222 -3.1488
H 0.6632 2.1960 -1.6056
H 0.5598 -1.1084 -1.8622
H 2.1340 -2.6805 -0.8867
H 2.7638 -3.9553 1.0207
H 4.1240 -3.6251 -0.0941
H 4.4399 -3.9524 1.6267
H 3.2889 0.2546 1.9938
H 1.6911 1.8488 0.9982
H -1.5290 4.1238 0.2401
H -1.1400 3.7810 -1.4678
H 0.8654 4.7498 -2.3357
H 3.0869 5.7885 -1.9881
H 2.7238 5.1795 2.2178
H 0.4879 4.1433 1.8721
H -0.3217 0.0611 1.7786
H -1.9953 0.3309 2.2850
*
```

=====

Entry 5:
The following is a quantum chemistry calculation of C6H6O2Sn as an isolated structure, from OMol25.

Values from the calculation:
lowest unoccupied orbital energy = -10.367 eV
energy above the lowest of the compared OMol25 structures with the same formula, charge and spin = 153.1 kJ/mol

```
! RIJCOSX wB97M-V def2-TZVPD def2/J DEFGRID3
* xyz 2 1
O 0.6191 0.3849 -0.3659
C -0.5789 0.6905 -0.3512
C -1.6264 -0.1333 0.2431
C -2.8296 0.4405 0.4616
Sn 2.2474 1.0073 -0.0911
H -0.8366 1.7243 -0.6389
H -3.6707 -0.1255 0.8621
H -3.0220 1.4655 0.1428
C 3.0245 -0.8756 2.2695
O 2.9584 -0.0934 1.4425
C -1.3329 -2.5394 -0.4401
C -1.3078 -1.5755 0.4833
H -1.0338 -3.5558 -0.1844
H -1.5553 -2.3375 -1.4905
H -1.1618 -1.8579 1.5309
*
```

=====

Calculated gap between HOMO and LUMO, 9.50 8.28 8.19 8.90 7.01 eV (same order as the records).